Entry 1:
# C11H25P

The molecule C11H25P (ωB97M-V with the def2-TZVPD basis set, the Open Molecules 2025 dataset).

LUMO energy: 0.85 eV
relative energy (zero: lowest compared OMol25 entry of this formula, charge and spin): 2.3442 eV
maximum force: 4.77 eV/A
Kohn-Sham gap: 8.9 eV
total energy: -775.35689 Eh
SMILES: CP(C)C(C(C)(C)C)C(C)(C)C
E_HOMO: -8.04 eV

Last column: Löwdin charge in e.
Positions of all 37 atoms, in Å:
C1 1.21 -2.24 0.64  -0.0659
H1 0.01 0.24 1.54  0.0972
C2 2.67 0.58 0.58  -0.0758
C3 1.37 1.32 -1.46  -0.0755
H2 0.44 3.30 0.33  0.0747
H3 2.30 1.72 -1.78  0.0682
H4 1.03 -3.23 0.53  0.0492
H5 -0.82 -2.41 -1.76  0.0928
H6 3.52 1.28 0.22  0.1137
H7 -2.25 1.98 1.89  -0.0162
H8 2.63 0.33 1.71  0.1178
C4 -0.07 -1.61 -1.56  -0.0637
H9 0.42 2.26 1.74  0.0726
H10 0.95 -1.78 -2.02  0.0958
H11 -3.47 1.04 1.06  0.0210
H12 -2.21 0.23 2.22  0.0775
C5 1.07 2.49 0.83  -0.1231
C6 0.12 -1.47 -0.02  -0.6061
C7 -1.12 -2.10 0.59  -0.1022
C8 -2.45 1.06 1.44  -0.3006
H13 -0.45 -0.65 -2.04  0.0518
H14 -2.10 0.43 -2.38  0.0116
H15 -0.93 -3.16 0.20  0.0998
H16 1.40 -1.82 1.67  0.1158
H17 -2.12 -1.75 0.09  0.0897
H18 1.98 2.97 1.27  0.0812
P1 -1.44 1.19 -0.11  0.9571
H19 -3.41 0.92 -1.50  -0.0008
C9 0.06 0.09 0.41  -0.3021
H20 -2.84 -0.73 -1.18  0.0422
C10 -2.54 0.34 -1.41  -0.2933
H21 0.51 2.00 -1.72  0.0742
H22 -1.00 -2.11 1.67  0.0829
C11 1.34 1.17 0.05  -0.5749
H23 2.94 -0.23 0.04  0.0014
H24 2.09 -1.98 0.06  0.0719
H25 1.16 0.33 -1.85  0.0402

Entry 2:
# C8H19NO

A cluster of 2 separate species, C8H19NO in total (ωB97M-V with the def2-TZVPD basis set, the Open Molecules 2025 dataset).

LUMO energy: 0.80 eV
relative energy (zero: lowest compared OMol25 entry of this formula, charge and spin): 5.6297 eV
maximum force: 5.73 eV/A
Kohn-Sham gap: 8.7 eV
total energy: -446.02584 Eh
SMILES: C=C(C)C(C)C.CN(C)O
E_HOMO: -7.87 eV

Last column: Löwdin charge in e.
Positions of all 29 atoms, in Å:
H1 2.53 2.63 -0.71  0.0764
H2 1.26 0.96 1.58  0.0704
C1 -0.98 0.18 -2.13  -0.0973
C2 0.82 1.32 -0.54  -0.3454
H3 -0.05 -1.13 2.94  0.0948
H4 -1.41 -3.04 -0.03  0.0867
H5 2.42 1.47 -2.01  0.0771
C3 2.27 1.59 -0.93  -0.1021
H6 0.82 -1.21 1.36  0.0409
H7 -1.77 0.81 -1.72  0.0690
H8 0.79 -1.83 -2.15  0.0638
C4 -0.02 -1.58 1.94  -0.1008
C5 -2.19 -0.30 1.47  -0.0984
C6 1.01 -1.09 -1.38  0.0116
H9 -0.58 0.67 -3.02  0.0825
C7 0.09 -0.12 -1.10  -0.2736
O1 -1.43 -2.07 -0.14  -0.0688
H10 0.24 2.08 -1.06  0.1129
H11 2.96 0.96 -0.37  0.0756
H12 -1.45 -0.75 -2.47  0.0714
N1 -1.26 -1.38 1.24  -0.2394
H13 -3.21 -0.66 1.34  0.0798
H14 0.18 -2.66 2.03  0.0787
H15 -2.07 0.11 2.48  0.0934
H16 -2.07 0.47 0.70  0.0520
H17 1.83 -1.35 -0.72  0.0599
C8 0.65 1.62 0.95  -0.0999
H18 0.99 2.64 1.19  0.0753
H19 -0.39 1.65 1.25  0.0535

Entry 3:
# C30H18BrF3IrN3OS

A structure of composition C30H18BrF3IrN3OS (ωB97M-V with the def2-TZVPD basis set, the Open Molecules 2025 dataset).

LUMO energy (spin up / spin down): -4.22 / -4.24 eV
relative energy (zero: lowest compared OMol25 entry of this formula, charge and spin): 0.9967 eV
maximum force: 0.77 eV/A
Kohn-Sham gap (spin up / spin down): 5.7 / 5.8 eV
total energy: -4769.44762 Eh
net charge: +1
2S+1: 2
E_HOMO (spin up / spin down): -9.93 / -10.06 eV
expectation value of S²: 0.7551

Last column: Löwdin charge in e.
Positions of all 58 atoms, in Å:
F1 2.36 3.52 4.60  0.1426
H1 -2.18 -5.73 -0.13  0.1168
C1 2.13 -4.72 1.13  0.0160
C2 7.24 0.56 -1.68  -0.0312
O1 -0.16 1.54 -0.27  -0.2424
F2 0.46 4.12 5.44  0.1560
C3 -1.91 3.03 -0.58  0.0065
C4 4.78 0.74 -0.45  -0.2288
Ir1 0.70 -0.19 0.30  1.2487
C5 3.54 0.86 0.18  -0.0226
C6 0.45 2.32 3.92  -0.0963
C7 -0.51 1.71 4.72  0.0317
C8 -2.16 -0.72 -0.18  -0.0546
S1 2.04 2.42 1.68  1.0730
C9 -1.03 0.48 4.35  -0.0172
C10 -3.81 1.01 -0.45  -0.0890
H2 4.15 1.82 -2.20  0.1306
C11 0.50 -3.04 0.53  -0.1486
C12 5.84 0.08 0.20  -0.0056
C13 7.07 0.00 -0.42  -0.0498
H3 -1.77 -0.02 4.96  0.1178
H4 -4.54 0.21 -0.41  0.1104
H5 2.40 -5.76 1.27  0.1288
N1 0.31 0.51 2.39  -0.0435
C14 6.20 1.22 -2.33  -0.0449
H6 -3.56 4.34 -0.84  0.1094
C15 -4.20 2.30 -0.62  -0.6985
H7 -2.73 -3.37 -0.47  0.1133
N2 1.43 -2.05 0.73  -0.0714
H8 4.05 -3.93 1.64  0.1152
H9 0.06 -6.42 0.62  0.1228
H10 7.90 -0.50 0.07  0.1155
C16 -1.42 -4.99 0.06  -0.0453
C17 -0.59 -0.09 3.18  -0.0945
H11 6.36 1.65 -3.31  0.1170
N3 -0.99 -1.26 0.00  -0.0935
C18 0.84 1.68 2.74  -0.4709
C19 4.97 1.32 -1.72  0.0113
F3 0.91 4.56 3.37  0.1329
C20 -0.18 -5.37 0.48  -0.0134
C21 3.04 -3.72 1.33  -0.0225
C22 -1.45 1.70 -0.38  -0.3256
C23 1.05 3.64 4.34  -0.6082
C24 2.64 -2.39 1.11  -0.0840
H12 -0.83 2.20 5.63  0.1339
H13 -1.16 3.81 -0.63  0.1247
H14 8.21 0.49 -2.16  0.1186
H15 5.68 -0.34 1.18  0.1212
C25 -1.74 -3.63 -0.12  0.0097
C26 -2.43 0.67 -0.32  -0.1283
Br1 -6.03 2.73 -0.78  0.7571
C27 -3.24 3.32 -0.69  -0.0964
H16 3.34 -1.57 1.27  0.0975
C28 2.38 1.01 0.66  -0.5622
C29 -0.80 -2.66 0.12  -0.1892
H17 -0.95 -1.04 2.83  0.1160
H18 -3.02 -1.38 -0.22  0.1257
C30 0.82 -4.40 0.72  -0.1423